[1]
{
  "formula": "C5H8N2",
  "method": "ωB97M-V/def2-TZVPD",
  "spin_multiplicity": 1,
  "gap_ha": 0.36299,
  "e_above_lowest_kcal_mol": 23.0,
  "energy_ha": -304.79883,
  "total_charge": 0,
  "e_homo_ev": -8.89,
  "lumo_ev": 0.98,
  "symbols": ["C", "N", "C", "C", "C", "C", "N", "H", "H", "H", "H", "H", "H", "H", "H"],
  "positions_angstrom": [[-2.406113, -0.183635, -0.040592], [-1.150874, 0.446666, -0.405622], [-0.086246, -0.347946, -0.706156], [1.032875, 0.208964, -0.157072], [2.285282, -0.562668, 0.114452], [0.550015, 1.415426, 0.418979], [-0.761819, 1.528565, 0.305698], [-2.726018, -0.849502, -0.845345], [-3.162551, 0.573426, 0.157708], [-2.246417, -0.778196, 0.868476], [-0.213538, -1.275808, -1.248439], [3.127992, 0.051951, 0.435523], [2.586092, -1.175641, -0.739284], [2.050863, -1.250634, 0.935428], [1.120458, 2.199031, 0.906244]],
  "forces_ev_per_angstrom": [[-0.2, 0.0, -0.1], [0.1, -0.1, 0.0], [0.0, 0.0, 0.1], [-0.1, -0.1, 0.1], [0.2, 0.0, 0.0], [0.0, 0.0, 0.1], [0.2, -0.1, 0.0], [0.0, 0.1, 0.1], [0.1, 0.0, -0.1], [-0.2, 0.1, -0.1], [0.0, 0.0, 0.2], [-0.1, 0.0, -0.2], [0.0, 0.2, 0.0], [0.3, 0.1, -0.1], [-0.1, -0.2, 0.0]],
  "lowdin_charge": [-0.040, -0.223, -0.071, -0.272, -0.062, -0.116, 0.060, 0.085, 0.084, 0.091, 0.130, 0.073, 0.075, 0.080, 0.106]
}


[2]
{
  "formula": "C5H8N2",
  "method": "ωB97M-V/def2-TZVPD",
  "spin_multiplicity": 1,
  "gap_ha": [0.30513, 0.28433],
  "e_above_lowest_kcal_mol": 95.9,
  "energy_ha": -304.68267,
  "total_charge": 0,
  "e_homo_ev": [-8.13, -8.64],
  "lumo_ev": [0.17, -0.90],
  "symbols": ["C", "N", "C", "C", "C", "C", "N", "H", "H", "H", "H", "H", "H", "H", "H"],
  "positions_angstrom": [[2.226521, 0.802309, -1.306585], [0.971344, 0.116855, -1.090816], [0.341396, 0.374188, -0.003348], [-0.729184, -0.410705, 0.519815], [-1.899779, 0.218669, 1.207923], [-0.818728, -1.823796, 0.186260], [-0.329748, -2.066417, -0.935003], [2.205358, 1.290179, -2.286346], [3.034848, 0.061975, -1.331379], [2.464569, 1.549542, -0.533251], [0.633551, 1.220857, 0.638177], [-2.733051, 0.398468, 0.515574], [-1.622665, 1.190189, 1.630155], [-2.279378, -0.428768, 2.010228], [-1.465054, -2.493545, 0.778597]],
  "forces_ev_per_angstrom": [[0.0, 0.3, -0.1], [0.2, 0.0, 0.6], [0.2, 0.3, -0.1], [-0.5, 0.4, 0.4], [0.2, 0.1, 0.3], [-0.2, 0.5, -0.6], [-0.2, -1.3, 0.0], [0.1, -0.1, 0.1], [-0.2, 0.1, 0.0], [0.0, -0.1, -0.1], [0.0, 0.0, -0.1], [0.2, -0.1, 0.0], [-0.1, -0.1, 0.0], [0.0, 0.1, -0.1], [0.3, 0.0, -0.2]],
  "lowdin_charge": [-0.135, -0.015, -0.192, -0.242, -0.064, -0.268, 0.203, 0.075, 0.081, 0.069, 0.121, 0.093, 0.078, 0.080, 0.116]
}